1.
A molecular structure, C23H26As2CoF3O5S6. Source: OMol25; level of theory: wB97M-V/def2-TZVPD.

Properties
Charge: 0
Highest occupied orbital energy (alpha / beta) (eV): -6.96 / -7.02
2S+1: 5
Orbital gap (alpha / beta) (eV): 7.1 / 2.8
⟨S²⟩: 6.018

Each line ends with the Mulliken charge.
Cartesian coordinates (Å):
Co (0.3090, 0.2228, 0.5015)  1.442
C (-0.5285, 4.1794, 2.2885)  -1.739
C (-0.1377, 2.7239, 2.2143)  1.010
O (0.1197, 2.2489, 1.0968)  -0.450
C (-0.1019, 1.9612, 3.4459)  0.047
C (-0.0955, 2.6235, 4.6919)  -0.620
C (-0.0946, 1.9357, 5.8753)  -0.845
C (-0.1198, 0.5328, 5.8517)  -0.436
C (-0.1300, -0.1471, 4.6628)  -0.581
C (-0.1079, 0.5347, 3.4198)  0.379
O (-0.1074, -0.1750, 2.3385)  -0.438
H (-0.6209, 4.5874, 1.2869)  0.304
H (0.2290, 4.7513, 2.8253)  0.486
H (-1.4774, 4.2921, 2.8126)  0.388
H (-0.0658, 3.7051, 4.7166)  0.316
H (-0.0759, 2.4682, 6.8166)  0.392
H (-0.1262, -0.0196, 6.7835)  0.407
H (-0.1423, -1.2290, 4.6295)  0.471
C (1.5468, -2.9969, -1.4263)  -1.046
As (0.0971, -2.1008, -0.4689)  0.546
C (-0.2892, -3.5387, 0.7916)  -1.275
C (-1.2942, -2.3360, -1.8238)  -0.045
C (-2.3218, -3.2551, -1.6452)  -0.435
C (-3.2566, -3.4816, -2.6469)  -0.734
C (-3.1772, -2.7698, -3.8324)  -0.757
C (-2.1891, -1.8083, -3.9955)  -0.123
C (-1.2470, -1.5735, -2.9994)  0.224
As (0.0925, -0.1413, -3.1296)  0.187
C (-0.3721, 0.6229, -4.8785)  -1.374
C (-1.0224, 1.1696, -2.1275)  -0.961
H (1.1694, -3.9425, -1.8135)  0.444
H (2.3750, -3.1890, -0.7455)  0.335
H (1.9006, -2.3783, -2.2469)  0.354
H (-0.4594, -4.4796, 0.2704)  0.479
H (-1.1494, -3.2835, 1.4079)  0.388
H (0.5788, -3.6446, 1.4405)  0.241
H (-2.4005, -3.7998, -0.7132)  0.433
H (-4.0390, -4.2150, -2.5003)  0.398
H (-3.8942, -2.9475, -4.6239)  0.395
H (-2.1654, -1.2338, -4.9127)  0.316
H (-1.4400, 0.8225, -4.9682)  0.370
H (-0.0599, -0.0503, -5.6744)  0.404
H (0.1671, 1.5627, -4.9938)  0.397
H (-1.9461, 1.3028, -2.6968)  0.489
H (-0.4878, 2.1286, -2.0803)  0.613
H (-2.0024, 1.3254, -0.4623)  0.165
C (6.0327, 0.1151, -0.4407)  -0.785
S (5.4177, -1.5606, -0.7584)  -0.021
C (4.4043, -1.8577, 0.6438)  0.043
C (3.3107, -1.1567, 1.0272)  -0.116
S (2.6653, 0.2212, 0.1840)  -0.294
S (2.5568, -1.7458, 2.4999)  0.077
C (3.5447, -3.1479, 2.7447)  0.037
S (3.2751, -4.2217, 3.9564)  -0.244
S (4.8142, -3.2771, 1.5833)  -0.144
H (6.7809, 0.3012, -1.2099)  0.346
H (6.5001, 0.1546, 0.5408)  0.267
H (5.2210, 0.8317, -0.5134)  0.255
F (-4.1839, 5.0365, -2.5670)  -0.177
C (-3.4170, 3.9814, -2.5052)  0.714
F (-4.1156, 2.8846, -2.6694)  -0.173
F (-2.4635, 4.0496, -3.4241)  -0.209
S (-2.5062, 3.9206, -0.7447)  0.763
O (-3.0009, 2.6685, -0.1721)  -0.584
O (-2.9360, 5.1459, -0.1144)  -0.441
O (-1.3401, 0.6915, -0.8234)  -0.276

=====

2.
A molecular structure, C23H26AsNO3PtS2. Source: OMol25; level of theory: wB97M-V/def2-TZVPD.

Properties
Charge: -2
Highest occupied orbital energy (alpha / beta) (eV): -0.47 / -0.07
2S+1: 1
Orbital gap (alpha / beta) (eV): 5.1 / 4.7

Each line ends with the Mulliken charge.
Cartesian coordinates (Å):
Pt (-0.2115, 0.1649, 0.5993)  1.137
S (-1.3565, -0.2434, -1.4386)  -0.724
C (-1.5219, 1.2003, -2.4261)  0.285
C (-2.6004, 1.2176, -3.3337)  -0.697
C (-2.7871, 2.2386, -4.2454)  -0.524
C (-1.9003, 3.3105, -4.2775)  -0.797
C (-0.8482, 3.3299, -3.3733)  0.025
C (-0.6454, 2.3054, -2.4472)  0.267
As (0.8593, 2.3300, -1.1764)  0.582
C (1.9083, 0.9456, -2.1507)  0.050
C (2.0777, 1.0012, -3.5340)  -0.056
C (2.7695, 0.0028, -4.2067)  -0.672
C (3.2939, -1.0759, -3.4995)  -0.334
C (3.1377, -1.1339, -2.1229)  -0.549
C (2.4493, -0.1282, -1.4508)  -0.857
C (1.8931, 3.8835, -1.9605)  -0.185
C (3.2247, 3.7997, -2.3625)  -0.492
C (3.9900, 4.9426, -2.5925)  -0.652
C (3.4425, 6.2034, -2.4121)  -0.352
C (2.1312, 6.3111, -1.9658)  -0.665
C (1.3823, 5.1652, -1.7271)  -0.236
H (-3.2859, 0.3776, -3.3079)  0.380
H (-3.6204, 2.1938, -4.9394)  0.303
H (-2.0214, 4.1165, -4.9921)  0.361
H (-0.1561, 4.1608, -3.4101)  0.347
H (1.6572, 1.8313, -4.0921)  0.400
H (2.8881, 0.0590, -5.2835)  0.355
H (3.8107, -1.8715, -4.0249)  0.333
H (3.5322, -1.9679, -1.5550)  0.446
H (2.3370, -0.1987, -0.3733)  0.552
H (3.6739, 2.8270, -2.5191)  0.301
H (5.0186, 4.8407, -2.9207)  0.354
H (4.0289, 7.0926, -2.6153)  0.341
H (1.6925, 7.2886, -1.7968)  0.345
H (0.3679, 5.2683, -1.3530)  0.399
C (-2.6546, 2.4892, 0.7670)  -1.253
C (-1.8733, 2.1181, 2.0269)  1.929
C (-2.6558, 1.0381, 2.7945)  -1.757
C (-1.7586, 3.3616, 2.9235)  -1.922
N (-0.5293, 1.6754, 1.6875)  -0.754
H (-3.6371, 2.8963, 1.0339)  0.466
H (-2.7867, 1.6103, 0.1347)  0.168
H (-2.1072, 3.2377, 0.1872)  0.181
H (-3.6905, 1.3520, 2.9909)  0.412
H (-2.1675, 0.8281, 3.7510)  0.332
H (-2.6637, 0.1191, 2.2055)  0.375
H (-2.7437, 3.7483, 3.2130)  0.365
H (-1.2082, 4.1416, 2.3921)  0.349
H (-1.1975, 3.1133, 3.8288)  0.397
C (0.4286, -1.7275, 3.3886)  -0.959
S (1.1033, -2.3862, 1.8830)  1.162
O (2.2786, -1.5746, 1.5833)  -0.642
O (1.4074, -3.7765, 2.2070)  -0.749
O (0.0426, -2.2694, 0.8489)  -0.748
H (1.1250, -2.0120, 4.1770)  0.354
H (-0.5483, -2.1793, 3.5551)  0.237
H (0.3444, -0.6453, 3.3136)  0.288

=====

3.
A molecular structure, C23H26Br3N5O2. Source: OMol25; level of theory: wB97M-V/def2-TZVPD.

Properties
Charge: 0
Highest occupied orbital energy (eV): -7.75
2S+1: 1
Orbital gap (eV): 6.9

Each line ends with the Mulliken charge.
Cartesian coordinates (Å):
N (2.3573, -0.8921, 0.1689)  0.248
C (2.0237, -0.0408, -0.8515)  -0.996
C (0.6416, -0.0156, -0.8916)  -0.793
C (0.1629, -0.7187, 0.2349)  0.319
C (1.2504, -1.2956, 0.8574)  -0.937
H (3.2887, -0.9485, 0.5556)  0.169
H (2.7957, 0.4274, -1.4371)  0.683
H (0.0516, 0.5303, -1.6099)  0.502
H (-0.8846, -0.7666, 0.4830)  0.350
H (1.3778, -1.8777, 1.7542)  0.413
N (6.3775, -0.1083, 1.3948)  0.001
C (6.5049, 1.0082, 0.6275)  -0.775
C (5.9345, 0.7324, -0.6000)  -0.187
C (5.5652, -0.6232, -0.5911)  -0.537
C (5.8072, -1.1265, 0.6698)  -0.538
H (6.7346, -0.2082, 2.3262)  0.189
H (6.9084, 1.9406, 0.9825)  0.397
H (5.8277, 1.3301, -1.4912)  0.522
H (5.1220, -1.2068, -1.3828)  0.487
H (5.6492, -2.0747, 1.1553)  0.485
N (-4.4895, 1.3290, -2.2737)  0.041
C (-5.7187, 1.8632, -2.5966)  -0.678
C (-5.6334, 3.2176, -2.4452)  -0.258
C (-4.3224, 3.5376, -1.9968)  -0.648
C (-3.6612, 2.3242, -1.8798)  -0.235
H (-4.3988, 0.3442, -2.0786)  0.326
H (-6.5594, 1.2466, -2.8632)  0.350
H (-6.3766, 3.9917, -2.5522)  0.378
H (-3.9381, 4.4484, -1.5710)  0.363
H (-2.6602, 2.0712, -1.5645)  0.416
N (2.3851, 3.2634, -0.2967)  0.126
C (1.3667, 4.1396, -0.0013)  -0.513
C (1.8879, 5.3969, -0.1788)  -0.431
C (3.2639, 5.2966, -0.4875)  -0.718
C (3.5607, 3.9500, -0.4733)  -0.182
H (2.4154, 2.2660, -0.1609)  0.282
H (0.3889, 3.8201, 0.3079)  0.441
H (1.3129, 6.3029, -0.0598)  0.385
H (3.9391, 6.1191, -0.6455)  0.396
H (4.4663, 3.3937, -0.6452)  0.225
C (-2.2161, -1.6676, 3.5455)  0.421
Br (-0.7768, -1.7776, 4.8175)  -0.026
Br (-2.2501, 0.1111, 2.7478)  0.002
Br (-3.9745, -2.1386, 4.3140)  -0.067
H (-1.9914, -2.3641, 2.7488)  -0.351
C (-2.6000, -5.4079, 1.3658)  -0.278
C (-1.5678, -5.0736, 0.5055)  -0.830
C (-1.7520, -3.9407, -0.2957)  0.136
C (-2.9360, -3.2278, -0.2277)  -0.167
C (-3.9152, -3.5199, 0.7171)  -0.252
C (-3.7345, -4.6233, 1.5304)  -0.649
N (-3.1414, -2.0755, -1.1008)  1.129
O (-2.3193, -1.8953, -1.9757)  -0.602
O (-4.0760, -1.3301, -0.8849)  -0.695
H (-2.4483, -6.3071, 1.9552)  0.370
H (-0.7053, -5.7050, 0.3656)  0.441
H (-0.9932, -3.5850, -0.9816)  0.459
H (-4.8225, -2.9316, 0.7369)  0.433
H (-4.5044, -4.9279, 2.2238)  0.455

=====

Computed largest force on an atom, in the same sequence as the records: 0.029 0.029 0.031 Eh/bohr.
Computed energy relative to the best compared isomer or geometry (same formula, charge and spin), in the same sequence as the records: 2.016 0.834 0.008 eV.